Record 1
{
  "formula": "C12H16N2O3",
  "method": "ωB97M-V/def2-TZVPD",
  "homo_ha": -0.2510,
  "spin_multiplicity": 1,
  "e_lumo_ev": 0.21,
  "e_above_lowest_kj_mol": 1297.10,
  "elements": ["C", "O", "C", "C", "C", "C", "C", "C", "O", "H", "H", "C", "N", "N", "C", "H", "C", "H", "O", "C", "H", "C", "H", "H", "H", "H", "H", "H", "H", "H", "H", "H", "H"],
  "coordinates": [[-5.48516, -1.52486, -0.28736], [-4.84057, -0.24153, -0.29761], [-3.47346, -0.01994, -0.12791], [-2.67906, -1.18975, 0.00353], [-1.36426, -1.07731, 0.06902], [-0.96760, 0.31994, 0.33731], [-1.91023, 1.33265, 0.32003], [-3.18681, 1.23371, -0.16034], [-4.08877, 2.27738, -0.25918], [-4.88016, 1.83457, -0.29991], [-1.54980, 2.68560, 0.21605], [0.38841, 0.79064, 0.37892], [1.35806, -0.43896, 0.47127], [2.64818, -0.02162, 0.88612], [3.43402, -1.27415, 0.38167], [2.69351, -2.09062, 0.34533], [4.43802, -1.05680, -0.59600], [5.34783, -0.64524, -0.17496], [3.96382, 0.24489, -1.50022], [3.73830, 1.40920, -0.61941], [4.68334, 1.89218, -0.87126], [3.23978, 1.23208, 0.88876], [2.75032, 2.08010, 1.15953], [4.17919, 1.09467, 1.54448], [3.01207, 2.11372, -1.51491], [4.62368, -1.71970, -1.33018], [4.02906, -1.75824, 1.38679], [0.79186, 1.91686, 0.50065], [-0.76873, -1.74826, 0.43612], [-3.04063, -2.21916, 0.05598], [-5.36108, -1.97355, 0.50422], [-6.63717, -1.41386, -0.65278], [-5.08596, -2.04464, -1.19375]],
  "forces_ev_per_a": [[-2.3, 5.1, -11.0], [-1.7, 0.5, 0.2], [-5.0, -7.5, -1.1], [-1.3, -0.4, -0.6], [-0.9, 7.1, 1.0], [0.0, 0.6, -1.3], [2.8, 6.2, -1.8], [1.2, 3.8, 1.7], [4.1, 0.3, 0.1], [-3.6, -1.4, -0.3], [-0.6, -4.4, 0.8], [5.9, -4.9, 1.2], [-3.3, 9.2, 0.7], [-2.3, -6.2, -1.0], [-0.3, -1.2, 6.8], [0.2, 0.9, -1.1], [0.1, 6.6, -1.5], [0.3, -0.3, 0.1], [-0.4, -2.5, 3.1], [-0.6, 1.9, -5.1], [0.2, 0.8, 1.5], [4.9, -2.2, -3.1], [-1.9, 1.9, 1.1], [-1.3, 0.5, -0.9], [1.4, -1.9, 3.4], [0.5, -2.6, -2.1], [-1.1, 1.5, -2.2], [-1.3, -3.0, -0.3], [3.5, -4.2, 1.0], [-0.7, 0.6, -0.2], [1.0, -4.7, 8.2], [2.7, 0.2, 1.5], [0.0, -0.3, 1.0]]
}

***

Record 2
{
  "formula": "C12H16N4O",
  "method": "ωB97M-V/def2-TZVPD",
  "smiles": "CNC(=O)c1cnn(C2(C)CCCC2)c1C#N",
  "homo_ha": -0.3492,
  "spin_multiplicity": 1,
  "e_lumo_ev": -0.03,
  "e_above_lowest_kj_mol": 175.69,
  "elements": ["N", "O", "C", "N", "C", "C", "C", "C", "N", "N", "C", "C", "C", "C", "C", "C", "C", "H", "H", "H", "H", "H", "H", "H", "H", "H", "H", "H", "H", "H", "H", "H", "H"],
  "coordinates": [[-1.58003, -1.72599, 1.57599], [3.70741, -2.40266, 0.34809], [-0.57936, -1.40857, 1.03814], [1.42093, 0.70865, -0.98119], [2.62141, -2.16257, 0.88679], [2.37638, -0.10175, -0.53970], [1.80592, -1.16154, 0.23525], [0.43151, -0.75135, 0.32571], [2.28734, -2.81106, 2.17265], [0.21820, 0.37138, -0.41757], [3.34531, -3.56384, 2.80101], [-1.54864, 1.58310, 0.86636], [-2.18167, 2.79812, -1.93553], [-2.82195, 1.49370, -2.17345], [-0.79573, 2.38768, -1.38225], [-2.03333, 0.30503, -1.45397], [-1.05356, 1.11882, -0.58240], [3.45029, 0.10051, -0.76277], [1.34924, -2.84352, 2.43821], [4.24895, -2.98972, 3.15736], [3.85719, -4.36468, 2.14633], [2.99166, -4.07468, 3.71432], [-2.05485, 0.79925, 1.46513], [-2.34572, 2.33998, 0.72760], [-0.74309, 1.97450, 1.53019], [-2.75785, 3.34447, -1.26443], [-1.95118, 3.39400, -2.86914], [-3.87444, 1.58282, -1.86049], [-2.84576, 1.45099, -3.27124], [-0.16243, 2.25008, -2.22295], [-0.42345, 3.07657, -0.69080], [-2.79906, -0.27868, -0.88789], [-1.55964, -0.43904, -2.13338]],
  "forces_ev_per_a": [[2.9, 0.4, -1.3], [-1.2, 0.2, 1.2], [-3.9, -0.5, 1.6], [-0.6, 1.3, 0.4], [1.8, -2.5, 1.9], [-0.8, -0.6, -0.2], [-2.2, 2.7, 0.0], [2.1, -0.9, -0.2], [2.5, 2.0, -3.8], [2.5, -1.5, 0.2], [1.7, -1.6, 0.4], [-0.7, -0.7, -0.2], [3.1, 0.4, -0.9], [-1.4, -1.5, -1.6], [-1.5, -0.2, 0.2], [-1.9, 0.7, 0.0], [0.7, -0.3, 0.8], [-1.3, -0.4, 0.0], [-1.3, -0.2, 0.7], [-1.2, 0.2, -0.5], [-1.3, 1.1, 0.6], [-0.2, 0.2, -0.6], [0.4, 0.1, -0.6], [0.6, -0.1, 0.0], [-0.4, -0.1, -0.9], [-0.7, 1.4, 1.2], [-0.8, -0.5, 1.0], [0.3, -0.6, -0.1], [-0.2, -1.0, 0.2], [0.9, -0.3, -0.4], [1.1, 1.4, 0.6], [0.8, 0.4, -0.1], [0.0, 0.9, 0.3]]
}

***

Record 3
{
  "formula": "C12H16N5O2RhSe",
  "method": "ωB97M-V/def2-TZVPD",
  "homo_ha": [-0.5797, -0.5787],
  "spin_multiplicity": 5,
  "e_lumo_ev": [-7.92, -9.99],
  "total_charge": 2,
  "e_above_lowest_kj_mol": 5.20,
  "elements": ["Rh", "N", "C", "C", "N", "H", "H", "H", "H", "H", "H", "H", "H", "Se", "N", "C", "C", "C", "C", "C", "C", "N", "H", "H", "H", "H", "O", "C", "C", "C", "C", "O", "N", "H", "H", "H", "H"],
  "coordinates": [[-0.19855, -0.85552, 0.24423], [1.73783, -1.28749, 1.39441], [1.73526, -2.69847, 1.83924], [1.12465, -3.56209, 0.75459], [-0.24648, -3.06286, 0.45684], [2.49217, -1.09977, 0.72584], [1.88904, -0.66028, 2.18056], [1.14273, -2.76869, 2.75298], [2.74425, -3.03972, 2.07171], [1.09523, -4.60745, 1.06024], [1.70877, -3.49461, -0.16401], [-0.88708, -3.34271, 1.19886], [-0.61104, -3.46768, -0.40394], [-0.58222, 2.13690, 1.90467], [-1.29089, 0.59529, 1.22421], [-2.39053, 0.29160, 1.94099], [-3.26906, -0.78716, 1.70641], [-4.33999, -0.93073, 2.54473], [-4.59977, -0.03353, 3.62415], [-3.79420, 1.03200, 3.85887], [-2.66143, 1.22121, 3.01131], [-1.81318, 2.22467, 3.13288], [-3.14050, -1.43629, 0.84783], [-5.03894, -1.73922, 2.37322], [-5.47075, -0.20607, 4.24075], [-3.97835, 1.74705, 4.64869], [-0.95441, -1.27086, -1.91362], [0.18411, -0.95289, -2.31765], [0.80326, -0.96175, -3.67700], [2.27193, -0.59148, -3.38187], [2.37142, -0.49451, -1.86737], [3.33164, -0.41111, -1.15638], [1.05415, -0.57304, -1.36049], [0.28628, -0.23976, -4.31128], [0.67997, -1.93848, -4.14528], [2.55868, 0.37094, -3.80681], [2.98899, -1.32677, -3.74257]],
  "forces_ev_per_a": [[-0.1, 0.0, 0.1], [0.0, 0.0, 0.0], [0.0, 0.0, 0.0], [0.0, 0.0, 0.0], [-0.1, 0.0, 0.0], [0.0, 0.0, 0.0], [0.0, 0.0, 0.0], [0.0, 0.0, 0.0], [0.0, 0.0, 0.0], [0.0, 0.0, 0.0], [0.0, 0.0, 0.0], [0.0, 0.0, 0.0], [0.0, 0.0, 0.0], [0.0, 0.0, 0.0], [0.1, -0.2, 0.1], [-0.1, 0.1, -0.1], [0.0, 0.0, 0.0], [0.0, 0.0, 0.0], [0.0, 0.0, 0.0], [0.0, 0.0, 0.0], [0.0, 0.0, 0.0], [0.1, 0.1, 0.0], [0.0, 0.0, 0.0], [0.0, 0.0, 0.0], [0.0, 0.0, 0.0], [0.0, 0.0, 0.0], [0.0, 0.0, 0.0], [0.1, 0.0, 0.0], [0.0, 0.0, 0.0], [0.0, 0.0, 0.0], [0.0, 0.0, 0.0], [0.0, 0.0, 0.0], [-0.1, 0.1, -0.1], [0.0, 0.0, 0.0], [0.0, 0.0, 0.0], [0.0, 0.0, 0.0], [0.0, 0.0, 0.0]]
}

***

Record 4
{
  "formula": "C12H16NS",
  "method": "ωB97M-V/def2-TZVPD",
  "smiles": "C/C([NH3+])=C/C=C\\C=C(/C)c1cccs1",
  "homo_ha": -0.4111,
  "spin_multiplicity": 1,
  "e_lumo_ev": -3.34,
  "total_charge": 1,
  "e_above_lowest_kj_mol": 471.52,
  "elements": ["C", "C", "C", "C", "C", "C", "C", "C", "C", "C", "C", "C", "N", "S", "H", "H", "H", "H", "H", "H", "H", "H", "H", "H", "H", "H", "H", "H", "H", "H"],
  "coordinates": [[-3.98218, 0.37433, 0.21952], [-2.83828, 1.08510, 0.41319], [-3.75164, -0.65510, -0.63708], [-1.71889, 0.56245, -0.24164], [1.88819, 1.09780, -1.43444], [2.81736, 0.16577, -1.20675], [0.48087, 0.62217, -1.32615], [2.33284, -1.10759, -0.80565], [-0.32538, 1.06383, -0.35342], [1.55768, -1.43038, 0.24240], [-0.06835, 2.34324, 0.45722], [1.18406, -2.74141, 0.89853], [1.30583, -0.24300, 1.31355], [-2.19721, -1.00558, -1.13026], [-4.96535, 0.60059, 0.56537], [-2.92094, 1.98963, 0.95757], [-4.37831, -1.59632, -0.77610], [2.00292, 2.18811, -1.49877], [3.92093, 0.34420, -1.36555], [0.24082, -0.15885, -1.97269], [2.39362, -2.02848, -1.46926], [-0.83104, 2.99208, -0.02648], [0.90278, 2.65126, 0.00388], [-0.12838, 2.26977, 1.60723], [0.80193, -2.51152, 1.94834], [2.01125, -3.45769, 1.00753], [0.48713, -3.37495, 0.26739], [0.30988, -0.04925, 1.27706], [1.72961, 0.58275, 0.92173], [1.73825, -0.57297, 2.14375]],
  "forces_ev_per_a": [[-1.2, -1.5, -1.5], [2.6, 0.3, -0.7], [-2.4, -3.9, 0.2], [0.2, -1.3, -0.2], [-0.9, 0.4, 0.8], [1.8, 2.0, -0.9], [0.9, 2.0, 1.4], [-1.4, -4.1, 0.1], [-2.5, 0.6, -0.4], [1.4, 1.3, 1.6], [0.4, -0.6, -1.1], [-0.8, -0.7, -0.1], [0.4, -2.0, -3.1], [1.2, 3.2, 1.4], [-0.3, 0.2, 0.4], [0.7, 0.8, 0.5], [0.1, 1.9, 0.0], [0.7, -0.7, -0.6], [-1.3, -0.3, 0.4], [-0.8, -1.1, -0.9], [0.6, 1.2, 0.6], [0.4, 0.2, 1.1], [-0.5, 0.5, 1.4], [0.1, 0.3, -2.0], [0.1, -0.7, -1.5], [0.3, 0.7, 0.1], [0.2, 1.1, 1.0], [-0.5, -0.3, 0.8], [0.7, 0.5, 0.0], [0.0, 0.1, 1.3]]
}

***

Record 5
{
  "formula": "C12H16O5",
  "method": "ωB97M-V/def2-TZVPD",
  "homo_ha": 0.0617,
  "spin_multiplicity": 1,
  "e_lumo_ev": 3.94,
  "total_charge": -2,
  "elements": ["C", "C", "O", "C", "C", "C", "C", "C", "O", "C", "C", "C", "O", "H", "H", "H", "H", "H", "H", "H", "H", "H", "H", "H", "H", "O", "C", "C", "O", "H", "H", "H", "H"],
  "coordinates": [[-0.52992, 0.87386, -1.55854], [-0.99487, -0.56633, -1.64832], [-1.40122, -1.15640, -0.41237], [-2.56358, -0.59548, 0.13798], [-2.34352, -0.42490, 1.65231], [-1.30562, 0.64669, 1.86615], [-0.01242, 0.33248, 1.94527], [0.94513, 1.43654, 2.12014], [2.00099, 1.31266, 2.68695], [0.51128, 2.72427, 1.54412], [-0.77304, 3.03085, 1.46807], [-1.74091, 2.04573, 1.98933], [-2.81563, 2.36654, 2.45615], [-0.52983, 1.27828, -2.57687], [0.48403, 0.97530, -1.17504], [-1.21220, 1.52462, -0.99724], [-1.76330, -0.69163, -2.42991], [-0.11782, -1.14665, -1.99269], [-2.84419, 0.36732, -0.30024], [-3.41315, -1.27722, -0.04239], [-2.03071, -1.36285, 2.10929], [-3.28282, -0.12377, 2.12768], [0.27158, -0.70540, 1.84107], [1.26866, 3.39311, 1.15413], [-1.12754, 3.95537, 1.03248], [2.00063, -1.04570, -2.26948], [3.19245, -1.65254, -2.14147], [3.14106, -2.90180, -1.10545], [4.33088, -3.49928, -0.96748], [4.02880, -1.01636, -1.76641], [3.62186, -2.08947, -3.07576], [2.30906, -3.54322, -1.49463], [2.69588, -2.46461, -0.17682]],
  "forces_ev_per_a": [[-0.4, 0.4, -0.3], [1.1, -0.6, -0.5], [-0.2, 0.5, -0.3], [-0.2, -0.6, 0.5], [-0.4, 0.6, -0.1], [-0.8, -0.7, 0.3], [0.0, 0.3, -0.2], [-0.6, -0.4, -0.7], [1.5, 0.0, 0.7], [0.8, 0.2, -0.3], [-0.7, -0.1, 0.1], [0.7, 0.0, -0.7], [-1.3, 0.3, 0.3], [0.2, -0.1, 0.0], [0.0, -0.3, 0.1], [0.0, -0.1, 0.2], [-0.3, 0.1, 0.3], [-0.2, 0.1, 0.3], [0.2, 0.0, 0.0], [0.0, 0.0, 0.1], [0.1, -0.1, -0.2], [0.0, 0.0, -0.1], [0.5, 0.1, 0.2], [0.2, 0.0, 0.3], [-0.1, 0.1, 0.2], [0.0, 0.3, -0.2], [-0.4, 0.0, 0.1], [0.5, -0.1, -0.1], [-0.2, -0.2, 0.2], [-0.2, 0.1, 0.3], [-0.3, -0.2, -0.1], [0.1, -0.1, -0.3], [0.2, 0.2, 0.1]]
}

***

Record 6
{
  "formula": "C12H17BHgN6O2",
  "method": "ωB97M-V/def2-TZVPD",
  "homo_ha": [-0.5627, -0.5622],
  "spin_multiplicity": 1,
  "e_lumo_ev": [-10.71, -11.06],
  "total_charge": 2,
  "elements": ["C", "N", "N", "C", "C", "B", "N", "N", "C", "C", "C", "Hg", "N", "N", "C", "C", "C", "H", "H", "H", "H", "H", "H", "H", "H", "H", "H", "H", "C", "H", "H", "H", "C", "O", "C", "O", "H", "H", "H"],
  "coordinates": [[0.24787, 3.41395, 0.21124], [0.42387, 2.12998, -0.14814], [0.52884, 2.08569, -1.51967], [0.40290, 3.33155, -2.01977], [0.22222, 4.20937, -0.95336], [0.71465, 0.70936, -2.22526], [1.79658, -0.22838, -1.58933], [1.78806, -0.57044, -0.25592], [2.81373, -1.42217, -0.07162], [3.43888, -1.69503, -1.31670], [2.74157, -0.93593, -2.25493], [-0.27950, 0.19497, 1.09861], [-0.60599, -0.09415, -2.10769], [-1.04380, -0.57812, -0.91288], [-2.15413, -1.29849, -1.14224], [-2.41223, -1.29386, -2.51982], [-1.40293, -0.53570, -3.10213], [-2.69550, -1.77089, -0.32168], [-1.16232, -0.26862, -4.12525], [-3.23347, -1.76022, -3.03477], [0.99132, 0.90996, -3.36956], [2.82773, -0.82515, -3.33092], [0.43276, 3.48203, -3.09489], [4.27347, -2.33707, -1.51453], [0.06940, 5.26218, -0.98594], [3.07671, -1.83781, 0.89311], [0.13230, 3.71229, 1.25110], [-0.34211, -2.55326, 1.81556], [0.09195, -3.09809, 2.66032], [0.66541, -3.93807, 2.27019], [0.75483, -2.48357, 3.28692], [-0.72031, -3.49127, 3.27636], [-1.41910, 0.16895, 4.36140], [-2.45412, 0.68231, 3.43793], [-2.13386, 0.92450, 2.14380], [-2.85552, 1.62760, 1.45532], [-1.54158, 0.72244, 5.29950], [-0.41524, 0.36551, 3.95342], [-1.56337, -0.91637, 4.50221]],
  "forces_ev_per_a": [[0.0, -0.2, -1.3], [-0.1, 0.1, 0.5], [0.3, -0.8, 1.0], [0.0, 0.0, 0.5], [0.1, -0.8, 0.2], [-1.2, 1.0, -0.3], [1.7, -1.1, -2.0], [2.4, -1.9, 1.8], [-2.1, 1.4, 0.5], [0.6, -0.5, 0.2], [-2.6, 2.5, -0.1], [0.3, 0.7, -1.9], [0.3, -0.2, 0.0], [-0.5, -0.2, 0.3], [0.4, 0.3, -0.5], [-0.1, 0.0, -0.2], [0.0, -0.1, 0.8], [0.2, 0.2, -0.4], [-0.3, -0.1, 0.2], [0.0, -0.1, 0.0], [0.0, -0.2, 0.0], [0.2, -0.1, 0.2], [0.1, 0.1, 0.3], [0.2, -0.2, 0.0], [0.0, 0.4, -0.1], [-0.2, 0.1, -0.1], [0.1, -0.1, -0.3], [0.0, 0.1, 0.0], [0.1, -0.1, 0.3], [0.0, 0.1, 0.0], [-0.2, -0.1, -0.3], [0.1, 0.1, -0.1], [0.1, -0.4, -0.2], [1.7, -0.1, -1.8], [-3.7, 2.2, 1.8], [2.5, -2.2, 0.9], [-0.1, -0.2, -0.4], [-0.3, 0.0, 0.1], [-0.1, 0.6, -0.1]]
}